# 1
Below is a structure of composition C40H63As3CoGeN5OS5, with properties calculated with ωB97M-V/def2-TZVPD.

CARTESIAN COORDINATES (ANGSTROEM)
Co1 0.70 0.24 -0.56
O1 4.86 2.00 4.59
C1 4.13 1.67 3.68
S1 4.70 1.03 2.13
C2 3.13 0.86 1.37
C3 2.07 1.22 2.11
S2 0.40 1.05 1.58
S3 2.36 1.80 3.73
S4 3.09 0.14 -0.22
C4 -1.96 -0.43 4.49
As1 -2.72 -0.55 2.69
C5 -4.38 -1.42 3.29
C6 -3.29 1.33 2.71
C7 -3.99 1.88 1.45
C8 -5.13 0.93 1.04
C9 -3.05 2.12 0.27
As2 -2.02 0.81 -0.78
C10 -3.36 -0.41 -1.48
C11 -2.01 2.03 -2.32
C12 -4.64 3.24 1.78
As3 -3.68 4.90 2.27
C13 -1.89 4.37 2.86
C14 -3.14 5.54 0.49
H1 -2.62 0.15 5.13
H2 -0.99 0.06 4.45
H3 -1.84 -1.43 4.91
H4 -4.93 -0.79 4.00
H5 -4.09 -2.35 3.78
H6 -5.02 -1.66 2.44
H7 -2.38 1.88 2.92
H8 -3.95 1.45 3.58
H9 -4.76 -0.06 0.77
H10 -5.68 1.33 0.18
H11 -5.84 0.81 1.86
H12 -2.26 2.80 0.58
H13 -3.63 2.64 -0.49
H14 -4.30 0.11 -1.65
H15 -3.51 -1.25 -0.80
H16 -2.97 -0.79 -2.42
H17 -3.03 2.11 -2.71
H18 -1.33 1.67 -3.08
H19 -1.67 3.02 -1.99
H20 -5.35 3.09 2.60
H21 -5.25 3.57 0.93
H22 -1.94 3.90 3.84
H23 -1.33 5.30 2.97
H24 -1.36 3.72 2.17
H25 -4.01 5.58 -0.16
H26 -2.38 4.91 0.03
H27 -2.75 6.55 0.60
C15 1.33 4.37 0.04
N1 1.86 4.28 -1.30
C16 1.82 5.52 -2.07
C17 1.78 3.06 -1.95
N2 1.04 2.08 -1.55
N3 2.56 2.93 -3.07
C18 3.94 3.42 -3.02
C19 2.39 1.71 -3.84
H28 1.74 5.26 0.52
H29 1.62 3.50 0.64
H30 0.23 4.45 0.06
H31 0.83 5.98 -2.01
H32 2.04 5.33 -3.12
H33 2.55 6.23 -1.69
H34 0.47 2.36 -0.75
H35 4.05 4.18 -2.25
H36 4.23 3.84 -3.98
H37 4.63 2.60 -2.78
H38 2.84 0.84 -3.34
H39 2.87 1.85 -4.81
H40 1.33 1.50 -3.99
C20 0.78 -2.41 -6.28
N4 0.14 -2.03 -5.02
C21 0.72 -1.91 -3.81
S5 0.05 -0.77 -2.74
N5 1.73 -2.71 -3.49
C22 2.05 -4.01 -4.09
H41 0.56 -1.64 -7.02
H42 0.43 -3.37 -6.66
H43 1.86 -2.45 -6.16
H44 -0.69 -1.46 -5.10
H45 2.09 -2.57 -2.56
H46 1.16 -4.45 -4.52
H47 2.40 -4.65 -3.29
H48 2.83 -3.95 -4.85
C23 2.97 -1.99 4.85
C24 3.79 -2.22 3.75
C25 3.26 -2.22 2.47
C26 1.91 -1.98 2.24
C27 1.10 -1.73 3.36
C28 1.62 -1.75 4.65
Ge1 1.17 -1.96 0.42
C29 -0.54 -2.97 0.51
C30 -0.87 -3.70 1.66
C31 -1.97 -4.56 1.69
C32 -2.77 -4.71 0.56
C33 -2.46 -4.00 -0.59
C34 -1.36 -3.14 -0.62
C35 2.41 -3.33 -0.43
C36 2.09 -4.68 -0.22
C37 2.97 -5.71 -0.59
C38 4.19 -5.41 -1.19
C39 4.53 -4.09 -1.41
C40 3.65 -3.06 -1.03
H49 3.38 -2.00 5.85
H50 4.85 -2.39 3.90
H51 3.93 -2.39 1.63
H52 0.06 -1.50 3.20
H53 0.97 -1.55 5.50
H54 -0.26 -3.61 2.55
H55 -2.19 -5.11 2.60
H56 -3.61 -5.39 0.58
H57 -3.08 -4.10 -1.47
H58 -1.16 -2.58 -1.52
H59 1.16 -4.96 0.25
H60 2.69 -6.74 -0.41
H61 4.87 -6.21 -1.47
H62 5.48 -3.83 -1.86
H63 3.98 -2.04 -1.17

Results
LUMO energy (spin up / spin down) = -0.49 / 0.10 eV
F_max = 0.93 eV/A
DFT total energy = -14068.958888 Eh
gap between HOMO and LUMO (spin up / spin down) = 6.2 / 6.6 eV
molecular weight = 1146.62 u
HOMO level (spin up / spin down) = -6.650 / -6.456 eV
2S+1 = 3



# 2
Below is a structure of composition C40H64CdN6O3S2SbSi3, with properties calculated with ωB97M-V/def2-TZVPD.

CARTESIAN COORDINATES (ANGSTROEM)
Cd1 -0.98 0.33 -0.43
N1 -2.48 2.14 -0.88
C1 -3.24 2.48 -2.09
C2 -4.02 1.32 -2.67
C3 -3.15 0.20 -3.23
N2 -2.59 -0.64 -2.16
H1 -3.09 2.07 -0.07
H2 -1.81 2.89 -0.69
H3 -2.53 2.85 -2.84
H4 -3.94 3.30 -1.89
H5 -4.65 1.70 -3.47
H6 -4.70 0.90 -1.91
H7 -2.31 0.63 -3.78
H8 -3.72 -0.40 -3.94
H9 -1.99 -1.34 -2.56
H10 -3.35 -1.12 -1.70
C4 -3.95 -2.65 1.74
C5 -3.09 -1.88 0.95
N3 -2.64 -0.69 1.30
C6 -3.01 -0.20 2.50
C7 -3.81 -0.93 3.39
C8 -4.30 -2.18 2.98
C9 -4.13 -0.40 4.69
C10 -3.69 0.82 5.06
C11 -2.92 1.63 4.15
C12 -2.52 2.94 4.47
C13 -1.85 3.68 3.54
C14 -1.57 3.10 2.29
N4 -1.91 1.87 1.98
C15 -2.58 1.14 2.88
H11 -4.29 -3.61 1.38
H12 -2.74 -2.28 0.01
H13 -4.93 -2.75 3.64
H14 -4.73 -1.00 5.36
H15 -3.93 1.23 6.04
H16 -2.77 3.35 5.44
H17 -1.54 4.70 3.74
H18 -1.04 3.66 1.53
C16 3.12 4.09 6.18
C17 2.78 3.40 4.89
C18 3.67 3.40 3.82
C19 3.36 2.74 2.63
C20 2.15 2.09 2.51
C21 1.26 2.05 3.58
C22 1.58 2.71 4.75
S1 1.73 1.23 1.02
O1 2.96 1.06 0.27
O2 1.03 0.03 1.43
N5 0.63 2.07 0.22
C23 0.91 3.31 -0.34
C24 2.16 3.95 -0.35
C25 2.28 5.20 -0.91
C26 1.17 5.82 -1.47
C27 -0.02 5.12 -1.43
N6 -0.16 3.91 -0.88
H19 3.98 4.75 6.06
H20 3.37 3.36 6.95
H21 2.28 4.68 6.54
H22 4.62 3.91 3.91
H23 4.08 2.71 1.82
H24 0.34 1.48 3.49
H25 0.88 2.67 5.58
H26 3.03 3.45 0.04
H27 3.24 5.69 -0.92
H28 1.22 6.80 -1.92
H29 -0.93 5.55 -1.85
O3 0.07 0.59 -2.64
S2 0.16 1.80 -3.54
C28 0.28 1.14 -5.24
C29 1.53 1.74 -5.88
C30 2.58 1.78 -4.77
C31 1.88 2.39 -3.56
H30 -0.64 1.35 -5.78
H31 0.37 0.06 -5.09
H32 1.32 2.74 -6.25
H33 1.85 1.14 -6.73
H34 3.45 2.37 -5.05
H35 2.92 0.77 -4.53
H36 1.81 3.48 -3.63
H37 2.31 2.13 -2.60
C32 -2.52 -4.26 -1.94
Si1 -0.66 -4.11 -2.15
C33 0.03 -5.83 -1.89
C34 -0.28 -3.50 -3.89
Sb1 0.29 -2.37 -0.53
Si2 0.53 -3.82 1.57
C35 1.83 -5.14 1.34
C36 -1.07 -4.73 1.94
C37 0.94 -2.69 2.99
Si3 2.78 -2.38 -1.21
C38 3.84 -2.01 0.27
C39 3.26 -4.04 -1.93
C40 3.00 -1.09 -2.54
H38 -2.88 -5.08 -2.57
H39 -3.07 -3.37 -2.23
H40 -2.78 -4.51 -0.91
H41 -0.36 -6.48 -2.67
H42 -0.29 -6.24 -0.93
H43 1.12 -5.87 -1.94
H44 -0.69 -4.19 -4.64
H45 0.80 -3.43 -4.05
H46 -0.70 -2.51 -4.08
H47 1.59 -5.81 0.52
H48 1.88 -5.74 2.26
H49 2.83 -4.74 1.17
H50 -1.45 -5.29 1.08
H51 -1.85 -4.05 2.29
H52 -0.88 -5.45 2.74
H53 1.88 -2.15 2.82
H54 1.04 -3.28 3.91
H55 0.16 -1.94 3.14
H56 3.84 -2.81 1.01
H57 3.55 -1.08 0.75
H58 4.88 -1.90 -0.08
H59 3.18 -4.85 -1.20
H60 4.31 -3.98 -2.24
H61 2.68 -4.30 -2.81
H62 2.76 -0.10 -2.16
H63 2.36 -1.31 -3.40
H64 4.04 -1.10 -2.87

Results
LUMO energy = -2.34 eV
F_max = 0.38 eV/A
DFT total energy = -4189.728684 Eh
ΔE to the lowest compared entry with this formula, charge and spin = 0.159 eV
gap between HOMO and LUMO = 7.7 eV
molecular weight = 1059.56 u
HOMO level = -10.090 eV
total charge = +1



# 3
Below is a cluster of 7 separate species, C40H64Cl2O18PS in total, with properties calculated with ωB97M-V/def2-TZVPD.

CARTESIAN COORDINATES (ANGSTROEM)
C1 -1.65 -3.51 1.17
C2 -1.44 -2.66 -0.09
C3 -2.01 -1.23 -0.20
C4 -1.78 -0.89 -1.72
C5 -1.49 -0.09 0.81
P1 0.04 -0.73 1.64
C6 1.46 -1.22 0.60
C7 0.21 -1.15 3.39
C8 -1.10 1.26 0.09
C9 -0.01 2.25 0.62
Cl1 0.22 2.59 2.36
C10 1.41 2.04 -0.06
C11 2.57 1.94 0.92
Cl2 1.80 3.50 -1.12
C12 -2.31 2.20 -0.23
O1 -3.49 1.50 -0.62
S1 -4.16 0.94 0.78
O2 -5.19 0.05 0.37
O3 -4.71 2.09 1.45
C13 -2.76 0.13 1.74
C14 -2.53 1.12 2.90
O4 -3.59 1.07 3.86
C15 -3.71 2.31 4.54
C16 -3.24 -1.18 2.48
O5 -4.10 -1.94 1.97
O6 -2.70 -1.46 3.57
H1 -2.68 -3.90 1.24
H2 -1.44 -3.03 2.13
H3 -1.00 -4.40 1.09
H4 -0.40 -2.77 -0.46
H5 -2.00 -3.22 -0.87
H6 -3.10 -1.36 -0.18
H7 -2.29 0.02 -2.05
H8 -0.70 -0.76 -1.92
H9 -2.11 -1.72 -2.36
H10 2.44 -0.86 0.90
H11 1.23 -0.95 -0.44
H12 1.53 -2.33 0.58
H13 1.24 -0.89 3.72
H14 0.15 -2.24 3.55
H15 -0.46 -0.71 4.12
H16 -0.68 1.09 -0.92
H17 -0.29 3.23 0.20
H18 1.38 1.22 -0.78
H19 3.47 1.71 0.32
H20 2.47 1.14 1.66
H21 2.81 2.90 1.41
H22 -2.01 2.81 -1.10
H23 -2.48 2.94 0.57
H24 -1.61 0.92 3.46
H25 -2.47 2.17 2.57
H26 -2.78 2.90 4.55
H27 -3.95 2.07 5.59
H28 -4.57 2.86 4.13
O7 6.80 7.52 -3.29
C17 5.78 6.90 -3.24
O8 5.66 5.71 -2.61
C18 4.34 5.16 -2.82
C19 3.47 6.35 -3.18
C20 4.46 7.27 -3.90
H29 4.40 4.43 -3.63
H30 4.00 4.66 -1.92
H31 2.60 6.09 -3.77
H32 3.12 6.84 -2.27
H33 4.52 7.04 -4.96
H34 4.23 8.32 -3.74
O9 -5.95 6.71 4.35
C21 -6.57 5.89 3.73
O10 -6.23 4.58 3.68
C22 -7.10 3.88 2.76
C23 -8.35 4.74 2.68
C24 -7.79 6.15 2.87
H35 -6.59 3.79 1.80
H36 -7.30 2.89 3.15
H37 -8.90 4.61 1.75
H38 -9.02 4.50 3.51
H39 -7.47 6.59 1.93
H40 -8.49 6.80 3.38
O11 1.53 0.20 -2.44
C25 2.57 0.33 -3.02
O12 3.77 0.26 -2.40
C26 4.82 0.57 -3.33
C27 4.23 0.29 -4.70
C28 2.76 0.63 -4.49
H41 5.10 1.62 -3.20
H42 5.69 -0.05 -3.12
H43 4.70 0.86 -5.50
H44 4.33 -0.77 -4.94
H45 2.55 1.69 -4.66
H46 2.10 0.02 -5.10
O13 0.42 -5.60 2.00
C29 1.45 -5.73 1.42
O14 1.69 -5.17 0.20
C30 2.98 -5.59 -0.27
C31 3.76 -6.00 0.97
C32 2.65 -6.53 1.87
H47 2.84 -6.42 -0.97
H48 3.46 -4.77 -0.80
H49 4.54 -6.72 0.76
H50 4.21 -5.12 1.42
H51 2.45 -7.59 1.70
H52 2.87 -6.36 2.92
O15 7.12 -7.65 1.01
C33 6.63 -8.38 1.82
O16 5.85 -7.95 2.84
C34 5.50 -9.05 3.69
C35 5.66 -10.29 2.83
C36 6.80 -9.89 1.90
H53 6.18 -9.06 4.55
H54 4.48 -8.93 4.05
H55 5.86 -11.20 3.40
H56 4.75 -10.46 2.24
H57 7.77 -10.11 2.32
H58 6.70 -10.34 0.91
O17 -1.83 3.00 -3.32
C37 -2.83 2.88 -3.95
O18 -2.92 2.15 -5.09
C38 -4.23 2.29 -5.66
C39 -5.12 2.72 -4.51
C40 -4.17 3.53 -3.65
H59 -4.18 3.04 -6.45
H60 -4.54 1.34 -6.10
H61 -6.00 3.27 -4.84
H62 -5.46 1.84 -3.96
H63 -4.13 4.58 -3.95
H64 -4.41 3.45 -2.59

Results
LUMO energy = 1.64 eV
F_max = 3.75 eV/A
DFT total energy = -4576.790783 Eh
gap between HOMO and LUMO = 4.9 eV
molecular weight = 966.88 u
HOMO level = -3.284 eV
total charge = -1



# 4
Below is a cluster of 10 separate species, C40H64O26 in total, with properties calculated with ωB97M-V/def2-TZVPD.

CARTESIAN COORDINATES (ANGSTROEM)
C1 -17.78 -16.77 19.59
C2 -17.92 -16.80 21.10
C3 -16.74 -17.19 21.94
O1 -16.50 -16.15 22.87
C4 -17.34 -15.12 22.55
O2 -17.42 -14.08 23.11
O3 -18.20 -15.49 21.56
H1 -17.73 -17.75 19.11
H2 -16.94 -16.18 19.22
H3 -18.72 -16.33 19.26
H4 -18.74 -17.50 21.31
H5 -15.87 -17.54 21.37
H6 -17.04 -18.15 22.38
C5 -23.49 -18.61 32.23
C6 -23.22 -19.31 30.92
C7 -24.48 -19.66 30.11
O4 -24.34 -18.82 28.96
C8 -23.14 -18.31 28.85
O5 -22.69 -17.70 27.94
O6 -22.42 -18.53 30.01
H7 -22.60 -18.48 32.84
H8 -24.19 -19.22 32.81
H9 -23.93 -17.62 32.12
H10 -22.65 -20.22 31.09
H11 -25.48 -19.46 30.48
H12 -24.47 -20.72 29.86
C9 -19.87 -21.71 29.18
C10 -21.04 -21.14 28.40
C11 -20.65 -20.48 27.05
O7 -21.38 -21.23 26.10
C12 -22.06 -22.23 26.64
O8 -22.68 -23.04 26.01
O9 -21.86 -22.24 27.98
H13 -20.20 -22.26 30.06
H14 -19.29 -20.91 29.63
H15 -19.28 -22.39 28.56
H16 -21.64 -20.48 29.03
H17 -19.58 -20.42 26.90
H18 -21.14 -19.50 27.10
C13 -25.60 -18.05 20.38
C14 -24.36 -17.19 20.24
C15 -23.19 -17.57 21.21
O10 -22.06 -17.52 20.35
C16 -22.44 -17.39 19.07
O11 -21.70 -17.22 18.16
O12 -23.78 -17.45 18.97
H19 -25.97 -18.10 21.41
H20 -25.56 -19.08 20.03
H21 -26.44 -17.55 19.89
H22 -24.59 -16.13 20.37
H23 -23.36 -18.58 21.57
H24 -23.26 -16.89 22.06
C17 -26.47 -23.59 25.20
C18 -26.40 -22.06 25.28
C19 -25.47 -21.46 26.35
O13 -24.69 -20.58 25.57
C20 -24.82 -20.76 24.25
O14 -24.18 -20.14 23.46
O15 -25.74 -21.71 24.04
H25 -25.50 -23.97 24.87
H26 -27.20 -23.82 24.42
H27 -26.86 -24.08 26.09
H28 -27.35 -21.53 25.31
H29 -24.82 -22.18 26.84
H30 -26.05 -20.93 27.11
C21 -25.16 -15.97 25.39
C22 -25.78 -17.22 25.94
C23 -26.95 -17.05 26.96
O16 -28.09 -17.59 26.32
C24 -27.74 -18.16 25.14
O17 -28.47 -18.75 24.43
O18 -26.47 -17.87 24.86
H31 -24.39 -15.60 26.07
H32 -25.83 -15.12 25.21
H33 -24.68 -16.23 24.45
H34 -25.07 -17.94 26.34
H35 -27.00 -16.00 27.25
H36 -26.66 -17.58 27.87
C25 -20.14 -20.93 17.55
C26 -19.45 -21.68 18.70
C27 -17.98 -21.99 18.30
O19 -17.20 -21.50 19.39
C28 -18.00 -20.80 20.23
O20 -17.67 -20.25 21.23
O21 -19.25 -20.77 19.77
H37 -20.59 -21.66 16.88
H38 -19.43 -20.23 17.12
H39 -21.00 -20.32 17.85
H40 -19.96 -22.61 18.97
H41 -17.67 -21.52 17.37
H42 -17.93 -23.08 18.24
C29 -20.97 -22.59 22.75
C30 -22.28 -22.56 22.00
C31 -22.33 -21.29 21.09
O22 -22.81 -21.85 19.85
C32 -22.76 -23.17 19.89
O23 -23.10 -23.86 18.97
O24 -22.32 -23.65 21.06
H43 -20.82 -23.53 23.28
H44 -20.87 -21.76 23.45
H45 -20.14 -22.55 22.03
H46 -23.14 -22.56 22.67
H47 -21.36 -20.81 20.97
H48 -22.98 -20.52 21.50
C33 -19.55 -17.77 23.99
C34 -20.48 -17.29 25.08
C35 -21.86 -17.85 24.66
O25 -21.53 -18.85 23.68
C36 -20.15 -19.14 23.68
H49 -18.51 -17.90 24.28
H50 -19.67 -17.17 23.09
H51 -20.56 -16.20 25.18
H52 -20.15 -17.69 26.04
H53 -22.57 -17.11 24.32
H54 -22.26 -18.42 25.51
H55 -19.86 -19.57 22.72
H56 -19.89 -19.95 24.38
C37 -17.93 -16.12 27.27
C38 -17.73 -15.36 25.95
C39 -18.05 -13.89 26.27
O26 -18.44 -13.91 27.65
C40 -18.92 -15.21 27.97
H57 -16.94 -16.24 27.70
H58 -18.25 -17.14 27.03
H59 -18.42 -15.60 25.14
H60 -16.72 -15.48 25.58
H61 -18.81 -13.42 25.63
H62 -17.20 -13.21 26.22
H63 -19.94 -15.32 27.59
H64 -18.97 -15.35 29.05

Results
structure (SMILES) = C[C@H]1COC(=O)O1.C[C@H]1COC(=O)O1.C[C@H]1COC(=O)O1.C[C@H]1COC(=O)O1.C[C@H]1COC(=O)O1.C[C@H]1COC(=O)O1.C[C@H]1COC(=O)O1.C[C@H]1COC(=O)O1.C1CCOC1.C1CCOC1
LUMO energy = -0.14 eV
F_max = 2.60 eV/A
DFT total energy = -3518.888187 Eh
ΔE to the lowest compared entry with this formula, charge and spin = 0.000 eV
gap between HOMO and LUMO = 9.2 eV
molecular weight = 960.93 u
HOMO level = -9.299 eV